Record 1
The following is a DFT calculation (ωB97M-V/def2-TZVPD) of a single C6H12O molecule.

Structure (ORCA input):
```
! wB97M-V def2-TZVPD RIJCOSX def2/J DEFGRID3
* xyz 0 1
C 0.729 2.173 1.537
C 0.123 0.793 1.281
C -0.267 0.576 -0.185
C -0.918 -0.755 -0.454
C -0.950 -1.347 -1.830
C 0.040 -2.007 -0.991
O 1.350 -1.718 -1.235
H 1.628 2.329 0.928
H 0.018 2.969 1.282
H 1.011 2.302 2.588
H -0.763 0.655 1.918
H 0.836 0.012 1.583
H 0.628 0.657 -0.815
H -0.941 1.384 -0.502
H -1.793 -0.980 0.182
H -0.486 -0.748 -2.608
H -1.820 -1.906 -2.143
H -0.305 -2.541 -0.101
H 1.880 -1.847 -0.434
*
```

Properties
- E_HOMO (eV) = -8.11
- LUMO level (eV) = 0.886
- molar mass (Da) = 100.16
- ΔE to the lowest compared entry with this formula, charge and spin (kJ/mol) = 214.11

These are the Löwdin partial charges, in e, on atoms 1 to 5:
1. C -0.12
2. C -0.27
3. C -0.22
4. C -0.23
5. C -0.11

---

Record 2
The following is a DFT calculation (ωB97M-V/def2-TZVPD) of 2 unconnected molecules or ions with the total composition C6H12O.

Structure (ORCA input):
```
! wB97M-V def2-TZVPD RIJCOSX def2/J DEFGRID3
* xyz 0 1
C -2.536 1.352 0.343
C -1.425 0.659 1.124
C 2.566 0.968 -1.963
C 1.620 0.344 -1.262
C 0.419 0.923 -0.619
C -0.182 0.285 0.398
H -2.871 0.728 -0.492
H -3.367 1.562 1.015
H -2.235 2.284 -0.145
H -1.092 1.287 1.962
H -1.832 -0.287 1.491
H 2.405 1.945 -2.406
H 3.544 0.517 -2.059
H 1.762 -0.715 -1.045
H -0.268 1.547 -1.189
H 0.165 -0.730 0.609
H 1.157 -4.640 2.078
H 1.287 -4.097 0.661
O 0.885 -3.932 1.499
*
```

Properties
- E_HOMO (eV) = -8.50
- LUMO level (eV) = 0.784
- molar mass (Da) = 100.16
- ΔE to the lowest compared entry with this formula, charge and spin (kJ/mol) = 209.57

These are the Löwdin partial charges, in e, on atoms 1 to 5:
1. C -0.12
2. C -0.26
3. C -0.01
4. C -0.20
5. C -0.12

---

Record 3
The following is a DFT calculation (ωB97M-V/def2-TZVPD) of a single C6H12O molecule.

Structure (ORCA input):
```
! wB97M-V def2-TZVPD RIJCOSX def2/J DEFGRID3
* xyz 0 1
C 1.958 -0.167 0.986
C 1.381 -0.515 -0.384
C 0.287 0.446 -0.806
C -0.896 -0.016 -1.624
C -1.100 0.447 -0.217
C -1.516 -0.514 0.872
O -1.734 1.699 -0.130
H 2.869 -0.736 1.198
H 1.226 -0.382 1.774
H 2.211 0.898 1.040
H 0.989 -1.541 -0.373
H 2.166 -0.499 -1.151
H 0.644 1.446 -1.052
H -0.978 -1.083 -1.822
H -1.264 0.630 -2.415
H -2.603 -0.645 0.858
H -1.234 -0.132 1.862
H -1.047 -1.495 0.750
H -1.357 2.160 0.632
*
```

Properties
- E_HOMO (eV) = -9.50
- LUMO level (eV) = 0.999
- molar mass (Da) = 100.16
- ΔE to the lowest compared entry with this formula, charge and spin (kJ/mol) = 96.45

These are the Löwdin partial charges, in e, on atoms 1 to 5:
1. C -0.10
2. C -0.23
3. C -0.23
4. C -0.03
5. C -0.54

---

Record 4
The following is a DFT calculation (ωB97M-V/def2-TZVPD) of a molecular structure, C6H12O.

Structure (ORCA input):
```
! wB97M-V def2-TZVPD RIJCOSX def2/J DEFGRID3
* xyz 0 1
C -1.255 2.229 1.216
C 0.095 2.357 0.841
O -0.214 1.166 -0.626
C 0.411 0.074 -1.262
C 0.735 -1.094 -0.358
C 0.680 -2.481 -0.937
C -0.359 -2.035 0.053
H -1.942 3.027 0.944
H -1.178 1.304 0.156
H -1.487 1.695 2.135
H 0.873 1.818 1.376
H 0.441 3.184 0.230
H -0.250 -0.273 -2.071
H 1.330 0.439 -1.742
H 1.517 -0.907 0.377
H 0.377 -2.579 -1.977
H 1.420 -3.210 -0.621
H -1.362 -1.834 -0.315
H -0.327 -2.458 1.053
*
```

Properties
- E_HOMO (eV) = -8.78
- LUMO level (eV) = 1.085
- molar mass (Da) = 100.16
- ΔE to the lowest compared entry with this formula, charge and spin (kJ/mol) = 441.26

These are the Löwdin partial charges, in e, on atoms 1 to 5:
1. C -0.14
2. C -0.05
3. O -0.24
4. C -0.24
5. C -0.29

---

Record 5
The following is a DFT calculation (ωB97M-V/def2-TZVPD) of a single C6H12O molecule.

Structure (ORCA input):
```
! wB97M-V def2-TZVPD RIJCOSX def2/J DEFGRID3
* xyz 0 1
C 1.063 1.393 1.015
O 1.735 -0.683 -1.465
C 0.787 -1.214 -0.562
C -0.365 -0.267 -0.233
C 0.024 1.193 -0.094
C -1.733 -0.620 -0.742
C -1.411 -0.770 0.720
H 1.948 0.762 0.859
H 0.652 1.109 1.990
H 1.411 2.428 1.077
H 0.397 -2.102 -1.064
H 1.274 -1.555 0.363
H 2.069 0.144 -1.104
H -0.876 1.782 0.125
H 0.401 1.569 -1.054
H -1.824 -1.533 -1.326
H -2.406 0.176 -1.050
H -1.310 -1.770 1.135
H -1.835 -0.044 1.411
*
```

Properties
- E_HOMO (eV) = -9.93
- LUMO level (eV) = 0.981
- molar mass (Da) = 100.16
- ΔE to the lowest compared entry with this formula, charge and spin (kJ/mol) = 116.01

These are the Löwdin partial charges, in e, on atoms 1 to 5:
1. C -0.09
2. O -0.05
3. C -0.21
4. C -0.45
5. C -0.20

---

Record 6
The following is a DFT calculation (ωB97M-V/def2-TZVPD) of 2 unconnected molecules or ions with the total composition C6H12O.

Structure (ORCA input):
```
! wB97M-V def2-TZVPD RIJCOSX def2/J DEFGRID3
* xyz 0 1
C 1.571 0.447 -0.219
C 0.780 0.460 1.089
C -0.336 -0.288 1.199
C -0.932 -1.230 0.307
C -2.203 -1.596 0.117
C 1.272 1.403 2.140
H 2.592 0.095 -0.154
H 1.530 1.478 -0.602
H 0.903 -0.072 -0.904
H -0.519 -0.475 2.272
H -0.264 -1.792 -0.359
H -3.031 -1.245 0.719
H -2.358 -2.412 -0.577
H 1.142 2.412 1.759
H 2.349 1.196 2.213
H 0.914 1.216 3.151
H -1.459 0.165 -3.358
H -1.194 0.206 -4.824
O -0.755 0.031 -3.967
*
```

Properties
- E_HOMO (eV) = -8.57
- LUMO level (eV) = 0.870
- molar mass (Da) = 100.16
- ΔE to the lowest compared entry with this formula, charge and spin (kJ/mol) = 202.22

These are the Löwdin partial charges, in e, on atoms 1 to 5:
1. C -0.04
2. C -0.34
3. C -0.11
4. C -0.22
5. C 0.00

---

Record 7
The following is a DFT calculation (ωB97M-V/def2-TZVPD) of a molecular structure, C6H12O.

Structure (ORCA input):
```
! wB97M-V def2-TZVPD RIJCOSX def2/J DEFGRID3
* xyz 0 1
C 1.799 -1.015 0.091
C 1.451 1.184 -0.602
C 0.150 1.083 -0.028
C -1.064 0.796 -0.899
C -1.959 -0.131 -0.078
C -0.964 -1.098 0.579
O 0.231 -0.328 0.770
H 2.735 -0.622 0.468
H 1.504 -1.908 0.654
H 1.831 -1.216 -0.974
H 2.175 1.833 -0.115
H 1.523 1.158 -1.688
H -0.082 1.753 0.805
H -1.568 1.725 -1.184
H -0.733 0.296 -1.819
H -2.712 -0.660 -0.675
H -2.489 0.443 0.692
H -1.325 -1.499 1.533
H -0.732 -1.936 -0.092
*
```

Properties
- E_HOMO (eV) = -6.80
- LUMO level (eV) = 1.016
- molar mass (Da) = 100.16
- ΔE to the lowest compared entry with this formula, charge and spin (kJ/mol) = 497.71

These are the Löwdin partial charges, in e, on atoms 1 to 5:
1. C 0.07
2. C -0.09
3. C -0.33
4. C -0.16
5. C -0.16

---

Record 8
The following is a DFT calculation (ωB97M-V/def2-TZVPD) of a single C6H12O molecule.

Structure (ORCA input):
```
! wB97M-V def2-TZVPD RIJCOSX def2/J DEFGRID3
* xyz 0 1
C -2.375 0.376 0.265
C -1.063 -0.328 0.510
C -0.565 -0.999 -0.768
O 0.746 -1.410 -0.474
C 1.336 -0.363 0.337
C 2.455 0.298 -0.450
C 0.170 0.570 0.717
H -3.145 -0.360 0.006
H -2.263 1.070 -0.576
H -2.708 0.933 1.143
H -1.149 -0.977 1.400
H -1.109 -1.568 -1.504
H -0.673 -0.193 -1.619
H 1.750 -0.834 1.241
H 3.229 -0.434 -0.700
H 2.919 1.111 0.120
H 2.056 0.714 -1.383
H 0.113 1.410 0.010
H 0.277 0.983 1.725
*
```

Properties
- E_HOMO (eV) = -9.33
- LUMO level (eV) = 1.135
- molar mass (Da) = 100.16
- ΔE to the lowest compared entry with this formula, charge and spin (kJ/mol) = 119.73

These are the Löwdin partial charges, in e, on atoms 1 to 5:
1. C -0.08
2. C -0.35
3. C -0.22
4. O -0.10
5. C -0.37

---

Record 9
The following is a DFT calculation (ωB97M-V/def2-TZVPD) of a single C6H12O molecule.

Structure (ORCA input):
```
! wB97M-V def2-TZVPD RIJCOSX def2/J DEFGRID3
* xyz 0 1
C 2.229 -0.020 0.903
C 1.415 -0.532 -0.271
C 0.341 0.425 -0.682
C -0.823 -0.028 -1.491
C -0.982 0.477 -0.026
C -1.784 -0.620 0.607
O -1.546 1.761 0.042
H 3.026 -0.719 1.172
H 1.589 0.129 1.777
H 2.686 0.944 0.660
H 0.975 -1.502 -0.016
H 2.064 -0.706 -1.132
H 0.667 1.424 -0.959
H -0.877 -1.100 -1.748
H -1.288 0.621 -2.212
H -2.764 -0.803 0.140
H -1.968 -0.232 1.584
H -1.316 -1.602 0.664
H -1.665 2.064 0.951
*
```

Properties
- E_HOMO (eV) = -8.80
- LUMO level (eV) = 0.964
- molar mass (Da) = 100.16
- ΔE to the lowest compared entry with this formula, charge and spin (kJ/mol) = 177.14

These are the Löwdin partial charges, in e, on atoms 1 to 5:
1. C -0.10
2. C -0.23
3. C -0.26
4. C -0.05
5. C -0.49

---

Record 10
The following is a DFT calculation (ωB97M-V/def2-TZVPD) of 2 unconnected molecules or ions with the total composition C6H12O.

Structure (ORCA input):
```
! wB97M-V def2-TZVPD RIJCOSX def2/J DEFGRID3
* xyz 0 1
C 0.105 1.829 -0.749
C 0.638 0.812 0.218
O -0.276 0.321 1.117
C -2.050 -1.110 -1.203
C -2.621 -1.514 -0.072
C 2.440 -0.595 1.249
C 1.912 0.420 0.280
H -0.704 1.407 -1.362
H 0.889 2.184 -1.423
H -0.310 2.690 -0.212
H -1.150 0.314 0.699
H -2.619 -0.616 -1.988
H -0.990 -1.268 -1.392
H -3.681 -1.367 0.122
H -2.046 -2.012 0.705
H 3.041 -1.356 0.736
H 1.619 -1.094 1.770
H 2.614 0.886 -0.407
H 3.086 -0.131 2.005
*
```

Properties
- E_HOMO (eV) = -8.37
- LUMO level (eV) = 0.997
- molar mass (Da) = 100.16
- ΔE to the lowest compared entry with this formula, charge and spin (kJ/mol) = 157.20

These are the Löwdin partial charges, in e, on atoms 1 to 5:
1. C -0.04
2. C -0.42
3. O 0.00
4. C -0.09
5. C -0.07

---

Record 11
The following is a DFT calculation (ωB97M-V/def2-TZVPD) of a single C6H12O molecule.

Structure (ORCA input):
```
! wB97M-V def2-TZVPD RIJCOSX def2/J DEFGRID3
* xyz 0 1
C -2.094 1.905 -0.775
O -0.932 1.109 -1.051
C -1.115 -0.187 -0.995
C 0.219 -0.840 -1.252
C 0.584 -1.661 0.000
C 0.581 -0.820 1.282
C 1.554 0.357 1.253
H -2.715 1.397 -0.036
H -2.655 2.049 -1.700
H -1.742 2.867 -0.399
H -0.439 -0.445 1.443
H 0.084 -1.527 -2.099
H 1.016 -0.127 -1.507
H 1.571 -2.119 -0.150
H -0.141 -2.476 0.106
H 0.809 -1.465 2.140
H 2.580 0.017 1.066
H 1.288 1.071 0.467
H 1.546 0.895 2.207
*
```

Properties
- E_HOMO (eV) = -8.35
- LUMO level (eV) = 1.077
- molar mass (Da) = 100.16
- ΔE to the lowest compared entry with this formula, charge and spin (kJ/mol) = 286.04

These are the Löwdin partial charges, in e, on atoms 1 to 5:
1. C -0.06
2. O -0.15
3. C -0.05
4. C -0.23
5. C -0.23

---

Record 12
The following is a DFT calculation (ωB97M-V/def2-TZVPD) of 2 unconnected molecules or ions with the total composition C6H12O.

Structure (ORCA input):
```
! wB97M-V def2-TZVPD RIJCOSX def2/J DEFGRID3
* xyz 0 1
C 1.912 -0.605 -0.627
O 1.388 -0.361 0.660
C 1.212 0.939 0.988
C 1.460 2.017 0.244
C -1.978 0.707 -0.188
C -1.998 -0.465 0.439
C -1.538 -1.765 -0.152
H 2.911 -0.163 -0.731
H 1.254 -0.193 -1.404
H 1.975 -1.689 -0.737
H 0.818 1.014 1.998
H 1.263 2.997 0.663
H 1.838 1.975 -0.771
H -1.613 0.800 -1.210
H -2.312 1.622 0.294
H -2.363 -0.508 1.466
H -2.354 -2.498 -0.177
H -1.174 -1.626 -1.176
H -0.725 -2.194 0.445
*
```

Properties
- E_HOMO (eV) = -8.86
- LUMO level (eV) = 1.035
- molar mass (Da) = 100.16
- ΔE to the lowest compared entry with this formula, charge and spin (kJ/mol) = 208.18

These are the Löwdin partial charges, in e, on atoms 1 to 5:
1. C -0.11
2. O -0.15
3. C -0.26
4. C 0.00
5. C -0.03

---

Copy entry 7 word for word.
The following is a DFT calculation (ωB97M-V/def2-TZVPD) of a molecular structure, C6H12O.

Structure (ORCA input):
```
! wB97M-V def2-TZVPD RIJCOSX def2/J DEFGRID3
* xyz 0 1
C 1.799 -1.015 0.091
C 1.451 1.184 -0.602
C 0.150 1.083 -0.028
C -1.064 0.796 -0.899
C -1.959 -0.131 -0.078
C -0.964 -1.098 0.579
O 0.231 -0.328 0.770
H 2.735 -0.622 0.468
H 1.504 -1.908 0.654
H 1.831 -1.216 -0.974
H 2.175 1.833 -0.115
H 1.523 1.158 -1.688
H -0.082 1.753 0.805
H -1.568 1.725 -1.184
H -0.733 0.296 -1.819
H -2.712 -0.660 -0.675
H -2.489 0.443 0.692
H -1.325 -1.499 1.533
H -0.732 -1.936 -0.092
*
```

Properties
- E_HOMO (eV) = -6.80
- LUMO level (eV) = 1.016
- molar mass (Da) = 100.16
- ΔE to the lowest compared entry with this formula, charge and spin (kJ/mol) = 497.71

These are the Löwdin partial charges, in e, on atoms 1 to 5:
1. C 0.07
2. C -0.09
3. C -0.33
4. C -0.16
5. C -0.16

---

Q: Which of these has the lowest E_HOMO?
A: number 5

---

Q: Among the records above, which one has the lowest ΔE to the lowest compared entry with this formula, charge and spin?
A: number 3